1.
A molecular structure, C23H42MgN5O at a distorted geometry. Source: the OMol25 dataset; level of theory: wB97M-V/def2-TZVPD.

The geometry in XYZ format:
```
72
Properties=species:S:1:pos:R:3:forces:R:3:lowdin_charge:R:1
Mg 0.180 -0.117 0.133 0.77 0.37 -0.58 0.381
C 2.779 -2.129 -2.185 0.01 -0.41 0.12 -0.064
C 1.523 -1.327 -2.570 0.37 -0.29 0.38 -0.607
C 0.583 -2.230 -3.374 -0.61 1.25 -0.40 -0.069
O 0.890 -0.813 -1.470 -0.57 0.31 0.45 -0.359
H 3.435 -2.261 -3.049 0.01 -0.08 0.02 0.073
H 2.490 -3.124 -1.825 -0.02 0.01 -0.09 0.054
H 3.359 -1.687 -1.371 -0.12 0.35 -0.12 0.064
H 1.883 -0.523 -3.237 -0.16 0.10 -0.10 0.114
H 1.055 -2.628 -4.272 0.06 -0.50 0.23 0.075
H -0.237 -1.599 -3.747 0.09 -0.01 0.05 0.069
H 0.084 -2.946 -2.720 0.42 -0.42 -0.07 0.064
C 0.105 4.924 -2.261 -0.49 0.13 -0.21 -0.090
C -1.195 4.419 -2.922 0.78 0.13 0.40 -0.229
C -2.080 3.644 -1.955 -0.94 -0.10 0.30 -0.171
C -1.430 2.546 -1.236 0.10 0.38 -0.51 -0.133
N -0.877 1.708 -0.692 0.09 -0.53 0.25 0.190
H 0.474 4.208 -1.528 0.20 0.03 -0.02 0.058
H -0.114 5.872 -1.768 0.10 -0.12 0.26 0.080
H 0.885 5.147 -2.987 -0.03 -0.19 -0.08 0.067
H -1.016 3.763 -3.774 0.18 0.18 -0.09 0.114
H -1.741 5.303 -3.243 -0.24 -0.22 -0.29 0.112
H -2.924 3.225 -2.513 0.06 -0.13 0.09 0.127
H -2.548 4.266 -1.185 0.23 0.18 -0.06 0.130
C -4.203 -3.008 2.113 -0.93 -0.82 0.26 -0.105
C -4.877 -2.471 0.861 -0.67 0.71 0.31 -0.250
C -3.994 -2.235 -0.370 0.42 -0.04 0.32 -0.139
C -2.693 -1.687 0.027 -0.09 -0.15 -0.12 -0.124
N -1.683 -1.253 0.342 -0.03 0.04 -0.25 0.192
H -4.988 -3.247 2.841 -0.01 0.35 -0.03 0.081
H -3.547 -2.291 2.596 0.40 -0.16 -0.18 0.058
H -3.776 -4.002 1.958 0.62 0.33 -0.14 0.084
H -5.342 -1.512 1.118 0.13 -0.01 -0.01 0.112
H -5.732 -3.096 0.603 0.22 -0.17 -0.24 0.115
H -4.429 -1.493 -1.039 -0.15 -0.18 -0.12 0.127
H -3.810 -3.156 -0.925 0.03 0.03 -0.05 0.131
C -1.547 2.963 5.054 -0.43 0.02 -0.27 -0.098
C -1.795 1.479 5.301 0.47 -0.06 0.29 -0.251
C -2.312 0.724 4.066 0.13 0.32 0.29 -0.166
C -1.347 0.707 2.969 0.04 -0.15 0.25 -0.141
N -0.584 0.689 2.115 -0.04 -0.04 -0.11 0.161
H -1.391 3.535 5.965 -0.19 -0.14 0.13 0.076
H -2.440 3.331 4.539 0.12 0.39 0.14 0.078
H -0.689 3.194 4.420 0.02 -0.37 -0.13 0.076
H -2.536 1.322 6.087 -0.13 0.24 -0.07 0.113
H -0.902 0.979 5.685 0.06 0.02 -0.18 0.115
H -3.217 1.193 3.674 -0.07 -0.05 0.10 0.127
H -2.550 -0.288 4.391 0.02 -0.16 -0.39 0.119
C 0.928 -4.817 0.022 0.21 0.08 0.05 -0.102
C 2.182 -4.766 0.896 -0.50 -0.17 0.77 -0.233
C 2.018 -3.867 2.144 -0.21 0.40 -0.30 -0.147
C 1.633 -2.519 1.706 0.04 -0.26 0.18 -0.124
N 1.292 -1.514 1.280 -0.05 -0.18 0.38 0.178
H 1.161 -5.379 -0.881 -0.14 0.06 -0.09 0.081
H 0.547 -3.833 -0.255 0.16 0.03 -0.11 0.052
H 0.132 -5.346 0.549 0.00 -0.01 0.01 0.078
H 3.082 -4.441 0.380 -0.05 -0.15 -0.28 0.109
H 2.303 -5.778 1.287 0.51 0.03 -0.12 0.111
H 2.924 -3.783 2.744 0.10 -0.10 -0.10 0.123
H 1.231 -4.234 2.805 -0.05 -0.01 -0.05 0.126
C 3.825 3.858 -2.760 -0.46 -0.61 0.02 -0.103
C 3.850 2.358 -2.409 0.82 1.07 -0.24 -0.229
C 4.164 2.150 -0.916 -0.38 -0.59 0.23 -0.152
C 2.984 1.703 -0.173 0.18 0.10 0.15 -0.150
N 2.078 1.302 0.402 -0.38 -0.03 -0.15 0.169
H 3.065 4.362 -2.159 0.16 0.18 -0.01 0.057
H 3.551 3.964 -3.810 0.08 0.17 0.01 0.076
H 4.806 4.299 -2.597 -0.05 0.16 0.05 0.078
H 4.689 1.946 -2.972 -0.28 -0.37 -0.08 0.110
H 2.916 1.904 -2.726 0.06 -0.34 0.16 0.103
H 4.551 3.046 -0.431 -0.01 0.09 -0.12 0.123
H 4.907 1.364 -0.763 0.02 0.05 -0.08 0.125
```
Positions in Å, forces in eV/Å.

## Properties
* total charge: +1
* relative energy (zero: lowest compared OMol25 entry of this formula, charge and spin): 0.00 kcal/mol
* gap between HOMO and LUMO: 8.028 eV
* 2S+1: 1
* LUMO energy: -1.877 eV
* HOMO level: -9.91 eV


2.
2 unconnected molecules or ions with the total composition C4H8 at a distorted geometry. Source: the OMol25 dataset; level of theory: wB97M-V/def2-TZVPD.

The geometry in XYZ format:
```
12
Properties=species:S:1:pos:R:3:forces:R:3:nbo_charge:R:1
C 2.517 -0.203 -1.035 1.64 -1.78 0.39 -0.423
C 1.144 -0.784 -0.694 1.95 3.40 0.13 -0.176
C 1.343 0.509 -0.555 -1.78 -0.34 0.83 -0.188
C -2.573 0.228 1.088 -0.93 1.65 0.19 -0.859
H 3.471 -0.494 -0.494 -1.38 0.65 0.36 0.174
H 2.817 -0.189 -2.046 -0.11 0.33 -1.44 0.171
H 0.595 -1.621 -0.448 -1.02 -1.47 0.15 0.219
H -1.850 0.507 1.834 0.49 -0.65 0.58 0.213
H 0.876 1.443 -0.181 0.68 -0.78 -0.42 0.224
H -2.306 -0.625 0.502 0.21 -0.66 0.02 0.213
H -2.455 1.119 0.418 -1.01 -0.70 0.32 0.214
H -3.578 0.108 1.613 1.25 0.36 -1.11 0.218
```
Positions in Å, forces in eV/Å.

## Properties
* SMILES: C1=CC1.C
* total charge: 0
* relative energy (zero: lowest compared OMol25 entry of this formula, charge and spin): 67.68 kcal/mol
* gap between HOMO and LUMO: 10.397 eV
* 2S+1: 1
* LUMO energy: 1.097 eV
* HOMO level: -9.30 eV


Question: The lowest relative energy (zero: lowest compared OMol25 entry of this formula, charge and spin) belongs to which entry?
Answer: C23H42MgN5O


Question: The highest LUMO energy belongs to which entry?
Answer: C4H8


Question: Look up the 2S+1 of the first one.
Answer: 1


Question: Among the records above, which one has the highest total charge?
Answer: C23H42MgN5O